{
  "formula": "FH2NO",
  "method": "ωB97M-V with the def2-TZVPD basis set",
  "species": ["N", "O", "F", "H", "H"],
  "positions_angstrom": [[0.390, -0.080, 0.007], [0.206, 0.477, 2.107], [-0.671, -0.215, 2.900], [1.173, 0.655, 0.019], [-0.391, 0.545, -0.379]],
  "forces_ev_per_angstrom": [[-0.3, 2.7, 2.2], [0.6, -0.1, -2.8], [-0.1, -0.3, -0.6], [-0.9, -1.3, 0.2], [0.8, -1.0, 0.9]],
  "lumo_ev": [-2.7, -2.7],
  "relative_energy_ev": 5.025
}

---

{
  "formula": "C3H4N4O2",
  "method": "ωB97M-V with the def2-TZVPD basis set",
  "species": ["C", "C", "C", "H", "H", "H", "H", "N", "N", "N", "N", "O", "O"],
  "positions_angstrom": [[0.163, 0.256, -1.279], [-1.627, 0.471, -0.058], [0.692, -0.388, 1.861], [1.746, 0.412, -2.418], [-2.463, 0.198, 0.648], [0.978, -1.638, 0.334], [1.608, -0.880, 2.269], [1.364, -0.160, -1.635], [-1.733, 1.367, -0.986], [-0.491, -0.306, -0.154], [0.183, -1.101, 0.772], [-0.579, 1.259, -1.772], [0.161, 0.512, 2.418]],
  "forces_ev_per_angstrom": [[4.2, -1.4, 0.0], [-1.4, -0.8, 0.8], [0.8, -1.5, 0.8], [-0.6, -0.6, 0.8], [1.2, 0.8, -0.8], [-1.5, 0.8, -0.1], [-0.3, 0.1, -0.3], [-2.5, 1.5, 0.1], [-0.8, -0.6, 1.2], [-0.1, 1.3, -2.2], [1.2, 0.1, -0.5], [0.4, -0.8, 0.3], [-0.6, 1.1, 0.0]],
  "lumo_ev": 0.8,
  "relative_energy_ev": 2.503
}

---

{
  "formula": "C2H3IS2",
  "method": "ωB97M-V with the def2-TZVPD basis set",
  "species": ["C", "C", "S", "S", "I", "H", "H", "H"],
  "positions_angstrom": [[-0.767, -0.455, 0.573], [0.890, 0.697, -0.538], [-2.365, 0.181, 0.288], [-1.510, -1.669, -0.392], [2.699, -0.121, 0.085], [-0.274, -0.547, 1.472], [0.753, 1.560, -0.025], [0.574, 0.354, -1.462]],
  "forces_ev_per_angstrom": [[2.2, 2.4, -3.2], [-1.2, -4.3, 2.6], [0.2, -0.7, -0.2], [-0.6, 0.2, 0.0], [0.1, -0.1, -0.1], [0.6, -0.5, 2.0], [-0.7, 2.8, 0.5], [-0.5, 0.2, -1.7]],
  "lumo_ev": -0.6,
  "relative_energy_ev": 3.134
}

---

{
  "formula": "C26H19CrNO5",
  "method": "ωB97M-V with the def2-TZVPD basis set",
  "species": ["C", "C", "C", "C", "C", "C", "N", "O", "O", "C", "C", "H", "H", "H", "H", "H", "H", "H", "H", "O", "C", "Cr", "C", "O", "C", "O", "C", "C", "C", "C", "C", "C", "C", "C", "C", "C", "C", "C", "C", "C", "C", "H", "H", "H", "H", "H", "H", "H", "H", "H", "H", "H"],
  "positions_angstrom": [[2.838, 3.018, 6.022], [2.095, 2.565, 4.814], [1.706, 1.229, 4.674], [0.873, 0.830, 3.623], [0.494, 1.775, 2.659], [-0.332, 1.385, 1.468], [-1.743, 1.086, 2.073], [-2.749, 1.583, 1.543], [-1.762, 0.413, 3.112], [0.951, 3.095, 2.743], [1.746, 3.476, 3.820], [2.860, 4.109, 6.043], [2.347, 2.644, 6.928], [3.872, 2.667, 6.031], [2.058, 0.483, 5.393], [0.532, -0.208, 3.535], [-0.486, 2.268, 0.833], [0.689, 3.811, 1.951], [2.122, 4.496, 3.889], [-1.183, -4.831, -5.267], [-1.671, -3.973, -4.648], [-2.447, -2.771, -3.389], [-0.949, -3.180, -2.320], [-0.028, -3.546, -1.706], [-3.187, -4.401, -2.734], [-3.477, -5.481, -2.411], [-3.912, -1.831, -4.694], [-2.643, -1.280, -4.925], [-1.887, -0.778, -3.852], [-2.414, -0.747, -2.539], [-1.647, -0.250, -1.388], [-0.960, 0.125, -0.451], [0.082, 0.255, 0.601], [1.492, 0.387, 0.009], [2.637, 0.702, 0.783], [3.923, 0.639, 0.244], [4.103, 0.249, -1.085], [2.980, -0.009, -1.881], [1.692, 0.083, -1.342], [-3.647, -1.386, -2.323], [-4.414, -1.877, -3.390], [-4.497, -2.233, -5.525], [-2.224, -1.267, -5.936], [-0.872, -0.409, -4.029], [0.074, -0.685, 1.216], [2.541, 0.944, 1.842], [4.782, 0.903, 0.864], [5.104, 0.186, -1.511], [3.092, -0.282, -2.934], [0.822, -0.156, -1.954], [-3.992, -1.493, -1.292], [-5.386, -2.332, -3.186]],
  "forces_ev_per_angstrom": [[0.3, 0.1, 0.3], [-0.2, -0.3, -0.5], [-0.4, -0.3, -0.3], [0.5, 0.3, 0.2], [0.4, 0.1, 0.0], [-1.1, 1.8, 1.3], [-1.4, 0.3, 0.2], [2.0, -0.9, 0.9], [-0.3, 0.6, -1.6], [-0.1, -0.4, 0.0], [0.0, 0.0, -0.1], [0.0, -0.1, 0.2], [0.1, 0.2, -0.1], [0.0, -0.1, 0.0], [-0.2, 0.3, -0.1], [0.3, 0.5, 0.1], [-0.1, -0.3, 0.2], [0.1, -0.4, 0.4], [-0.2, -0.1, 0.0], [-0.5, 0.5, 0.9], [1.1, -1.1, -2.2], [2.4, -3.9, 0.9], [0.7, -0.2, 0.8], [-0.9, 0.5, -0.7], [-1.2, -2.2, 1.0], [0.4, 1.2, -0.5], [-0.2, -0.2, -1.5], [-0.1, 2.3, -1.0], [1.2, 0.2, -1.7], [1.7, 2.9, 3.7], [-1.1, -0.8, -2.1], [0.5, -0.3, -0.1], [-0.5, -1.8, -0.8], [0.8, 0.2, -0.1], [-0.3, -0.3, 0.0], [-0.3, 0.0, -0.3], [-0.4, 0.2, -0.2], [0.1, 0.2, 0.2], [0.2, -0.3, 0.1], [-2.1, -0.1, 0.8], [-1.5, 0.9, 1.5], [0.3, 0.1, 0.3], [-0.1, -0.1, 0.4], [-0.4, -0.1, 0.0], [0.1, 0.6, -0.3], [0.1, -0.1, -0.5], [-0.2, -0.2, -0.1], [-0.2, 0.0, 0.1], [0.0, 0.1, 0.4], [0.3, 0.1, 0.1], [0.0, 0.1, -0.4], [0.4, 0.0, -0.1]],
  "multiplicity": 4,
  "lumo_ev": [2.4, 2.4],
  "total_charge": -1
}